Density functional theory data (wB97M-V/def2-TZVPD) for the molecule C4H7ClN2.

Output
Electronic energy (hartree): -726.26498
ΔE to the lowest compared entry with this formula, charge and spin (kJ/mol): 198.4
Frontier orbital gap (Eh): 0.348

```
! wB97M-V def2-TZVPD RIJCOSX def2/J DEFGRID3
* xyz 0 1
C -1.12454 1.77867 -0.29323
C -0.65683 0.58401 0.04116
C 0.72334 0.19477 -0.24118
N 1.20715 -0.90024 0.19440
N 2.52607 -1.17094 -0.05444
C -1.53597 -0.43254 0.73074
Cl -2.10319 -1.69788 -0.40483
H -2.16225 2.07621 -0.07637
H -0.47055 2.50501 -0.80910
H 1.33805 0.89841 -0.83102
H 2.92765 -0.73003 -0.90052
H 2.69797 -2.17111 -0.01129
H -2.40781 0.02842 1.15343
H -0.95911 -0.96278 1.50222
*
```

Here is what Löwdin gives for the atomic charges, in e: 0.0531 -0.3961 -0.1708 -0.0416 -0.0087 -0.5499 0.5351 0.0769 0.0733 0.1230 0.0935 0.0821 0.0597 0.0704